C25H36MnNOP2 as an isolated structure, computed with ωB97M-V with the def2-TZVPD basis set.

```
66
Properties=species:S:1:pos:R:3:forces:R:3:nbo_charge:R:1
Mn -0.033 0.137 -0.775 0.0 -0.2 -0.1 0.846
C 3.772 1.043 -2.562 0.0 0.0 0.0 -0.619
C 3.803 0.812 -1.050 0.1 -0.1 0.0 -0.511
C 3.987 2.104 -0.253 0.0 0.0 0.0 -0.621
P 2.327 -0.110 -0.513 -0.1 -0.1 0.0 1.107
C 2.147 -1.740 -1.361 0.0 0.0 0.0 -0.518
C 3.230 -2.757 -1.013 0.0 0.0 0.0 -0.625
C 0.745 -2.261 -0.991 0.0 0.0 0.0 -0.630
C 2.249 -0.432 1.251 0.1 -0.1 0.1 -0.445
C 3.355 -0.870 1.970 -0.1 0.1 -0.1 -0.146
C 3.213 -1.282 3.292 0.0 0.0 0.0 -0.128
C 1.958 -1.292 3.886 0.0 0.0 0.0 -0.148
C 0.845 -0.835 3.197 0.1 0.0 0.0 -0.201
C 0.988 -0.351 1.889 0.0 0.0 -0.1 0.204
N -0.098 0.160 1.168 0.0 0.0 0.2 -0.476
C -1.132 0.843 1.781 -0.1 0.0 -0.1 0.221
C -1.001 1.464 3.042 0.0 0.0 0.1 -0.188
C -2.082 2.114 3.605 0.0 0.0 0.0 -0.161
C -3.305 2.168 2.944 0.0 0.0 0.0 -0.089
C -3.439 1.603 1.672 0.1 -0.1 -0.1 -0.155
C -2.366 0.968 1.078 -0.1 0.0 0.0 -0.397
P -2.400 0.211 -0.559 0.1 0.0 0.1 1.048
C -3.322 -1.370 -0.445 -0.2 0.0 0.0 -0.499
C -3.453 -2.081 -1.792 0.0 0.1 0.0 -0.616
C -2.725 -2.277 0.628 0.0 0.0 0.0 -0.615
C -3.033 1.273 -1.911 -0.1 -0.1 0.0 -0.523
C -3.062 2.763 -1.583 0.0 0.0 0.0 -0.608
C -2.131 0.983 -3.121 0.1 0.0 0.0 -0.593
H 4.665 1.600 -2.844 0.0 0.0 0.0 0.275
H 2.911 1.647 -2.858 0.0 0.0 0.0 0.209
H 3.775 0.116 -3.134 0.0 0.0 0.0 0.230
H 4.623 0.118 -0.813 0.0 0.0 0.0 0.267
H 3.294 2.875 -0.586 0.0 0.0 0.0 0.219
H 4.994 2.478 -0.429 0.0 0.0 0.0 0.272
H 3.873 1.961 0.822 0.0 0.0 0.0 0.227
H 2.179 -1.519 -2.434 0.0 0.0 0.0 0.264
H 3.212 -3.009 0.048 0.0 0.0 0.0 0.228
H 4.223 -2.393 -1.274 0.0 0.0 0.0 0.244
H 3.060 -3.673 -1.580 0.0 0.0 0.0 0.264
H 0.600 -2.360 0.088 0.0 0.0 0.0 0.247
H 0.571 -3.248 -1.427 0.0 0.0 0.0 0.312
H -0.126 -1.716 -1.453 0.0 0.0 0.0 0.147
H 4.334 -0.906 1.508 0.0 0.0 0.0 0.247
H 4.078 -1.626 3.842 0.0 0.0 0.0 0.268
H 1.842 -1.662 4.895 0.0 0.0 0.0 0.268
H -0.130 -0.880 3.661 0.0 0.0 0.0 0.250
H -0.047 1.477 3.546 0.0 0.0 0.0 0.252
H -1.970 2.601 4.564 0.0 0.0 0.0 0.270
H -4.147 2.670 3.400 0.0 0.0 0.0 0.267
H -4.393 1.672 1.163 0.0 0.0 0.0 0.251
H -4.321 -1.046 -0.118 0.1 0.0 0.0 0.266
H -2.478 -2.368 -2.193 0.0 0.0 0.0 0.199
H -3.980 -1.487 -2.538 0.0 0.0 0.0 0.234
H -4.025 -2.997 -1.647 0.0 0.0 0.0 0.270
H -1.773 -2.699 0.299 0.0 0.0 0.0 0.198
H -3.402 -3.113 0.802 0.0 0.0 0.0 0.271
H -2.580 -1.771 1.583 0.0 0.0 0.0 0.219
H -4.048 0.923 -2.130 0.0 0.0 0.0 0.273
H -2.057 3.182 -1.533 0.1 0.0 0.1 0.202
H -3.578 2.991 -0.653 0.0 0.0 0.0 0.231
H -3.583 3.284 -2.387 0.0 0.0 0.0 0.269
H -1.070 1.218 -2.892 -0.1 0.0 0.0 0.157
H -2.393 1.635 -3.954 0.0 0.0 0.0 0.283
H -2.189 -0.046 -3.472 0.0 -0.1 0.0 0.239
O 0.653 3.080 -0.621 -0.1 0.1 0.0 -0.309
C 0.367 2.004 -0.722 0.1 0.3 0.0 0.608
```
Forces are in eV/Å.

Calculated values
Kohn-Sham gap (spin up / spin down)	6.02 / 6.27	eV
net charge	+3
2S+1	4
DFT total energy	-2936.86917	Eh

***

C25H36NO2PSTc as an isolated structure in a non-equilibrium geometry, computed with ωB97M-V with the def2-TZVPD basis set.

```
67
Properties=species:S:1:pos:R:3:forces:R:3:nbo_charge:R:1
Tc -0.272 -0.392 1.126 1.0 0.5 -0.5 0.845
C -0.881 -1.091 3.302 -0.9 0.7 -0.7 -0.215
C -0.450 -2.202 2.508 -0.5 -0.1 0.4 -0.237
C -1.332 -2.316 1.397 0.0 -0.4 0.5 -0.254
C -2.262 -1.245 1.485 -1.9 0.7 0.3 -0.296
C -2.058 -0.516 2.684 2.1 -0.8 0.1 -0.157
H -0.436 -0.615 4.167 0.3 -0.4 0.0 0.310
H 0.351 -2.884 2.775 0.0 0.2 -0.3 0.286
H -1.334 -3.072 0.639 0.1 -0.2 0.0 0.282
H -3.124 -0.975 0.876 0.4 -0.6 -0.3 0.287
H -2.543 0.379 3.054 -0.2 -0.2 -0.3 0.280
O 1.729 -0.031 1.442 -0.7 -0.8 -0.2 -0.515
N 2.039 1.107 2.063 0.5 -0.5 0.0 0.015
C 3.231 1.171 2.648 1.1 0.1 0.6 0.062
C 3.586 2.317 3.332 -0.2 0.2 -0.6 -0.218
C 2.690 3.392 3.371 -0.4 -0.4 -0.4 -0.112
C 1.462 3.274 2.742 0.4 0.0 0.2 -0.209
C 1.176 2.113 2.051 -0.4 0.5 0.4 0.020
S -0.259 1.922 1.154 -1.3 0.3 -0.5 0.129
H 3.882 0.296 2.522 -0.5 0.4 0.1 0.263
H 4.582 2.396 3.720 0.2 0.0 0.3 0.263
H 2.904 4.331 3.832 0.4 0.3 0.4 0.256
H 0.696 4.037 2.781 0.2 0.1 -0.1 0.262
C 0.919 1.524 5.938 -1.4 -0.2 -1.2 -0.254
O 0.980 0.374 5.036 1.1 0.2 1.0 -0.770
H 1.853 2.014 6.152 0.7 -0.3 0.1 0.186
H 0.388 1.223 6.842 0.1 0.3 0.0 0.200
H 0.329 2.246 5.351 0.0 -0.1 0.6 0.179
H 1.512 -0.304 5.497 -0.3 0.4 -0.4 0.484
C -0.632 -3.437 -2.198 0.2 -0.7 0.8 -0.619
C -1.293 -2.083 -2.304 -1.5 0.1 0.5 -0.346
C -1.589 -1.745 -3.761 -0.3 -0.5 -0.4 -0.626
C -2.720 -2.144 -1.628 0.4 -0.4 -1.1 -0.615
P -0.343 -0.723 -1.509 -0.4 1.0 0.2 1.176
C -1.225 0.781 -2.133 -0.4 -0.5 1.4 -0.395
C -2.281 1.256 -1.355 -0.3 -0.1 1.1 -0.142
C -3.022 2.388 -1.676 0.0 -0.8 0.6 -0.214
C -2.706 3.040 -2.823 0.4 0.2 -1.0 -0.167
C -1.700 2.562 -3.651 0.1 0.3 -0.4 -0.183
C -0.979 1.443 -3.314 0.3 0.0 0.0 -0.194
C 1.428 -0.710 -2.003 1.3 0.5 -0.4 -0.371
C 2.171 -1.777 -1.147 0.2 0.5 -1.2 -0.605
C 1.929 0.727 -1.666 -0.5 0.7 -0.4 -0.619
C 1.772 -0.925 -3.512 -0.9 -0.2 0.4 -0.603
H -1.244 -4.197 -2.693 -0.1 0.1 0.2 0.248
H -0.431 -3.756 -1.155 -0.3 0.1 -0.4 0.201
H 0.331 -3.489 -2.669 0.5 0.2 -0.5 0.224
H -2.179 -2.606 -4.105 0.1 0.3 -0.2 0.239
H -0.740 -1.655 -4.424 0.4 0.0 0.0 0.227
H -2.193 -0.852 -3.857 -0.2 0.1 0.0 0.231
H -3.412 -2.715 -2.267 0.5 -0.3 0.3 0.250
H -3.231 -1.209 -1.577 0.0 1.1 0.0 0.222
H -2.697 -2.553 -0.643 -0.1 -0.5 0.4 0.193
H -2.565 0.776 -0.411 0.3 -0.1 -0.3 0.178
H -3.836 2.723 -1.041 0.1 -0.1 0.0 0.235
H -3.255 3.897 -3.110 -0.4 0.8 -0.3 0.236
H -1.438 3.047 -4.584 -0.2 0.2 0.1 0.241
H -0.217 1.083 -3.958 0.5 -0.1 -0.6 0.217
H 1.951 -1.677 -0.117 -0.2 0.0 1.1 0.200
H 3.247 -1.653 -1.260 0.1 0.2 0.0 0.242
H 1.979 -2.790 -1.464 -0.3 -0.3 -0.1 0.226
H 1.472 1.167 -0.781 0.0 -0.2 0.1 0.201
H 1.714 1.460 -2.474 -0.1 -0.7 0.3 0.233
H 2.998 0.786 -1.532 0.5 -0.4 0.1 0.236
H 1.513 -1.928 -3.850 0.0 0.0 0.0 0.219
H 2.832 -0.773 -3.699 0.1 0.0 0.3 0.244
H 1.232 -0.214 -4.136 0.1 -0.1 0.0 0.212
```
Forces are in eV/Å.

Calculated values
Kohn-Sham gap (spin up / spin down)	7.89 / 6.50	eV
net charge	+2
2S+1	4
ΔE to the lowest compared entry with this formula, charge and spin	0.0	kcal per mole
DFT total energy	-1999.18375	Eh

***

C25H37N11O5SSbSr as an isolated structure, computed with ωB97M-V with the def2-TZVPD basis set.

```
81
Properties=species:S:1:pos:R:3:forces:R:3:mulliken_charge:R:1
Sr 0.467 1.069 -1.742 0.5 -0.2 -0.7 1.693
O 2.457 0.299 -0.476 -0.2 0.0 -0.1 0.028
N 3.677 0.155 -0.819 0.2 -0.1 0.0 -0.577
C 4.214 1.148 -1.496 -0.5 0.2 0.0 0.724
C 5.567 1.081 -1.941 0.0 0.0 0.0 0.018
N 6.656 1.074 -2.312 0.0 0.0 0.0 -0.516
C 3.426 2.322 -1.773 0.3 0.2 0.0 -0.021
N 2.826 3.295 -1.943 0.0 -0.4 0.1 -0.327
C -1.712 1.883 4.288 0.0 0.0 0.0 -1.286
C -1.874 1.737 2.778 0.0 0.1 0.0 0.253
C -2.427 3.020 2.154 0.0 0.0 0.0 -1.296
Sb -0.079 1.119 1.724 0.0 -0.1 0.0 0.268
C 1.419 2.047 2.971 0.0 0.0 0.0 0.278
C 1.283 3.566 2.926 0.0 0.0 0.0 -1.431
C 2.815 1.621 2.521 0.0 0.0 0.0 -1.453
C 0.052 -0.957 2.337 0.0 0.0 0.1 0.758
C 0.634 -1.200 3.725 0.0 0.0 0.0 -1.346
C -1.325 -1.604 2.212 0.0 0.0 0.0 -1.407
H -2.665 2.163 4.749 0.0 0.0 0.0 0.468
H -0.991 2.665 4.539 0.0 0.0 0.0 0.206
H -1.377 0.960 4.760 0.0 0.0 0.0 0.212
H -2.576 0.924 2.577 0.0 0.0 0.0 0.429
H -1.745 3.861 2.306 0.0 0.0 0.0 0.202
H -3.382 3.294 2.613 0.0 0.0 0.0 0.445
H -2.590 2.914 1.079 0.0 0.0 0.0 0.256
H 1.233 1.693 3.989 0.0 0.0 0.0 0.455
H 1.422 3.941 1.907 0.0 0.0 0.0 0.239
H 2.047 4.038 3.551 0.0 0.0 0.0 0.429
H 0.309 3.910 3.280 0.0 0.0 0.0 0.257
H 3.022 1.980 1.511 0.0 0.0 0.0 0.171
H 2.945 0.539 2.507 0.0 0.0 0.0 0.338
H 3.572 2.044 3.189 0.0 0.0 0.0 0.479
H 0.723 -1.386 1.587 0.0 0.0 0.0 0.204
H -0.018 -0.802 4.506 0.0 0.0 0.0 0.216
H 1.623 -0.759 3.853 0.0 0.0 0.0 0.303
H 0.717 -2.276 3.901 0.0 0.0 0.0 0.449
H -1.999 -1.240 2.992 0.0 0.0 0.0 0.387
H -1.256 -2.688 2.327 0.0 0.0 0.0 0.309
H -1.794 -1.395 1.245 0.0 0.0 0.0 0.305
O -1.192 -7.555 3.273 0.0 0.0 0.0 -0.710
S -1.739 -6.228 3.475 0.0 -0.1 0.0 1.171
O -0.757 -5.169 3.591 0.1 0.1 0.0 -0.599
O -2.837 -6.143 4.415 -0.1 0.0 0.1 -0.700
C -2.548 -5.902 1.875 -0.1 0.0 -0.1 -0.020
N -3.636 -6.623 1.573 0.1 0.1 0.0 -0.493
C -4.227 -6.342 0.423 0.0 -0.1 0.1 -0.383
C -3.786 -5.342 -0.432 -0.1 0.0 -0.1 -0.649
C -2.649 -4.669 -0.031 0.1 0.1 -0.1 0.252
N -2.018 -4.962 1.101 0.0 0.0 0.1 -0.141
C -2.054 -3.529 -0.779 0.0 0.0 0.1 1.018
C -2.841 -2.538 -1.350 -0.1 0.0 0.0 -0.642
C -2.232 -1.393 -1.830 0.0 0.0 0.0 -0.827
N -0.911 -1.202 -1.802 0.0 -0.1 0.1 0.065
C -0.151 -2.199 -1.326 0.0 0.1 0.1 -0.380
C -0.675 -3.359 -0.791 0.0 0.0 0.0 -0.654
H -5.101 -6.935 0.171 0.0 0.0 0.0 0.403
H -4.293 -5.125 -1.363 0.0 0.0 0.0 0.467
H -3.920 -2.619 -1.359 0.0 0.0 0.0 0.419
H -2.829 -0.583 -2.233 0.0 0.0 0.0 0.440
H 0.922 -2.031 -1.330 0.0 0.0 0.0 0.490
H -0.037 -4.105 -0.338 0.0 0.0 0.0 0.457
N 1.228 4.885 -3.966 0.0 0.0 0.1 -0.684
N 0.414 4.559 -2.898 -0.1 0.1 -0.1 1.407
N 0.352 5.284 -1.814 0.0 0.0 0.0 -0.896
C -0.546 4.604 -1.103 -0.1 0.1 -0.1 -0.068
N -1.018 3.543 -1.764 0.2 -0.1 0.0 -0.252
N -0.374 3.531 -2.928 -0.1 0.0 0.2 -0.667
H 2.130 5.110 -3.553 0.0 0.0 0.0 0.398
H 1.340 4.021 -4.497 0.0 0.0 0.0 0.333
H -0.856 4.888 -0.112 0.0 0.0 0.0 0.507
C 2.389 1.932 -5.615 0.0 0.0 0.0 -1.424
C 2.163 0.591 -4.915 0.0 -0.1 0.0 0.285
C 1.405 -0.360 -5.843 0.0 0.0 0.0 -1.428
O 1.495 0.754 -3.724 -0.3 0.2 0.5 -0.715
H 2.943 1.824 -6.551 0.0 0.0 0.0 0.465
H 2.957 2.598 -4.959 0.0 0.0 0.0 0.262
H 1.415 2.381 -5.848 0.0 0.0 0.0 0.245
H 3.162 0.149 -4.740 0.0 0.0 0.0 0.142
H 0.425 0.063 -6.080 0.0 0.0 0.0 0.292
H 1.250 -1.317 -5.344 0.0 0.0 0.0 0.303
H 1.945 -0.537 -6.778 0.0 0.0 0.0 0.393
```
Forces are in eV/Å.

Calculated values
Kohn-Sham gap	7.42	eV
net charge	-1
ΔE to the lowest compared entry with this formula, charge and spin	4.4	kcal per mole
DFT total energy	-2622.52580	Eh